Formula: C3H6N2OS
Source: OMol25
Level of theory: ωB97M-V/def2-TZVPD

```
13
Properties=species:S:1:pos:R:3:lowdin_charge:R:1
H 1.62 2.34 0.82 -0.02
N 0.93 1.71 0.76 0.06
C 0.82 1.54 -0.50 -0.27
N -0.09 0.43 -0.75 -0.50
C 0.11 -0.23 -2.07 -0.10
S -1.11 -0.06 0.53 1.01
C -0.37 -1.47 1.07 -0.62
O 0.83 -1.79 0.84 -0.08
H 1.23 2.19 -1.46 0.18
H -0.95 -0.12 -2.56 0.11
H 0.31 -1.19 -1.76 0.02
H 0.85 0.09 -2.87 0.10
H -1.28 -2.13 1.55 0.11
```

Properties
E_LUMO   0.0195 hartree
Multiplicity   1
M   118.16 Da
ΔE to the lowest compared entry with this formula, charge and spin   417.89 kJ/mol
HOMO level   -8.9 eV

=====

Formula: C4H10O4
Source: OMol25
Level of theory: ωB97M-V/def2-TZVPD

```
18
Properties=species:S:1:pos:R:3:lowdin_charge:R:1
C -1.81 1.48 -0.30 -0.09
C -0.65 0.37 0.13 0.01
C 0.51 0.91 -0.80 -0.04
O 1.23 0.31 -1.55 0.37
C -3.04 1.12 0.45 -0.30
O -4.12 1.56 0.25 0.12
H -1.95 1.60 -1.35 0.13
H -1.56 2.42 0.26 0.15
H -0.88 -0.64 0.10 0.11
H -0.38 0.68 1.17 0.15
H 0.58 2.07 -0.87 0.23
H -3.12 0.37 1.28 0.15
H 1.19 -0.97 3.36 0.10
H 0.61 -0.69 4.84 -0.02
O 0.36 -0.93 3.99 -0.08
H 4.31 -2.63 -3.22 0.04
H 4.56 -3.47 -4.29 0.00
O 4.15 -3.55 -3.46 -0.04
```

Properties
E_LUMO (spin up / spin down)   -0.2308 / -0.3707 hartree
⟨S²⟩   0.76
Multiplicity   2
Total charge   +1
M   122.12 Da
ΔE to the lowest compared entry with this formula, charge and spin   208.55 kJ/mol
HOMO level (spin up / spin down)   -13.8 / -13.8 eV

=====

Formula: C3H9N4
Source: OMol25
Level of theory: ωB97M-V/def2-TZVPD

```
16
Properties=species:S:1:pos:R:3:lowdin_charge:R:1
C -0.22 1.10 0.67 -0.22
C -1.21 0.83 -0.49 -0.10
C -0.12 -1.17 0.33 -0.17
N 3.09 -0.29 -0.10 0.09
N 2.25 0.43 -0.43 0.13
N 0.58 -0.07 0.77 -0.06
N -1.42 -0.64 -0.40 0.09
H 0.41 1.97 0.48 0.11
H -0.76 1.27 1.61 0.13
H -2.14 1.37 -0.39 0.13
H -0.74 1.06 -1.44 0.13
H 0.46 -1.81 -0.35 0.13
H -0.47 -1.79 1.17 0.14
H 4.08 -0.33 -0.31 0.12
H -2.23 -0.84 0.19 0.18
H -1.56 -1.08 -1.31 0.18
```

Properties
E_LUMO (spin up / spin down)   -0.1474 / -0.1245 hartree
Multiplicity   1
Total charge   +1
M   101.13 Da
ΔE to the lowest compared entry with this formula, charge and spin   435.98 kJ/mol
HOMO level (spin up / spin down)   -11.9 / -12.8 eV

=====

Formula: C29H32NO2
Source: OMol25
Level of theory: ωB97M-V/def2-TZVPD

```
64
Properties=species:S:1:pos:R:3:lowdin_charge:R:1
C -5.47 -1.25 -1.26 -0.21
C -4.33 -1.60 -2.23 -0.18
C -3.04 -0.89 -1.83 -0.16
N -3.21 0.57 -1.65 -0.07
C -2.08 1.43 -1.68 -0.29
C -1.04 1.22 -2.50 0.04
C -2.05 2.58 -0.75 -0.22
C -2.37 3.87 -1.17 -0.03
C -2.37 4.92 -0.28 -0.07
C -2.05 4.71 1.04 -0.08
C -1.72 3.44 1.48 -0.08
C -1.72 2.39 0.59 -0.05
C -4.37 0.97 -0.81 -0.16
C -5.67 0.27 -1.21 -0.18
H -6.40 -1.76 -1.53 0.11
H -5.21 -1.61 -0.26 0.11
H -4.19 -2.69 -2.27 0.11
H -4.62 -1.30 -3.25 0.12
H -2.65 -1.30 -0.90 0.11
H -2.27 -1.07 -2.59 0.10
H -0.19 1.87 -2.47 0.05
H -1.03 0.42 -3.20 0.04
H -2.62 4.03 -2.21 0.12
H -2.62 5.91 -0.62 0.11
H -2.06 5.53 1.74 0.10
H -1.46 3.28 2.52 0.10
H -1.46 1.40 0.93 0.09
H -4.11 0.75 0.23 0.12
H -4.48 2.06 -0.89 0.12
H -5.99 0.64 -2.19 0.12
H -6.47 0.54 -0.52 0.12
C 8.17 -0.55 -2.05 -0.07
O 6.99 -0.29 -2.76 -0.05
C 5.82 -0.36 -2.01 -0.19
C 4.60 -0.29 -2.71 0.03
C 3.40 -0.40 -2.06 0.01
C 3.34 -0.60 -0.66 -0.19
C 2.08 -0.79 -0.05 0.13
C 1.79 -1.32 1.23 -0.18
C 0.46 -1.28 1.72 0.07
C 0.19 -1.76 2.97 -0.13
C 1.21 -2.27 3.81 -0.14
O 0.76 -2.56 5.09 0.03
C -0.59 -2.12 5.18 -0.13
C -1.09 -1.84 3.75 -0.08
C 2.51 -2.41 3.29 0.05
C 2.77 -1.96 2.03 0.00
C 4.57 -0.57 0.04 0.00
C 5.77 -0.47 -0.61 0.01
H 9.01 -0.50 -2.75 0.11
H 8.32 0.20 -1.27 0.10
H 8.13 -1.56 -1.62 0.11
H 4.63 -0.16 -3.77 0.13
H 2.48 -0.35 -2.61 0.13
H 1.22 -0.52 -0.65 0.12
H -0.32 -0.86 1.12 0.12
H -1.18 -2.88 5.71 0.14
H -0.60 -1.20 5.78 0.13
H -1.68 -0.93 3.66 0.13
H -1.70 -2.68 3.39 0.13
H 3.27 -2.87 3.89 0.13
H 3.74 -2.14 1.61 0.11
H 4.57 -0.55 1.11 0.11
H 6.68 -0.45 -0.04 0.11
```

Properties
E_LUMO   -0.1911 hartree
Multiplicity   1
Total charge   +1
M   426.58 Da
ΔE to the lowest compared entry with this formula, charge and spin   28.17 kJ/mol
HOMO level   -9.8 eV

=====

Formula: C2HN3O3
Source: OMol25
Level of theory: ωB97M-V/def2-TZVPD

```
9
Properties=species:S:1:pos:R:3:lowdin_charge:R:1
O -2.62 -1.03 0.41 0.14
C -1.60 -0.49 0.04 -0.53
N -0.90 -0.71 -1.21 0.20
N 0.31 -0.43 -1.12 0.12
C 0.89 0.19 -0.07 -0.47
O 2.19 0.37 -0.27 0.10
N 0.27 0.73 0.95 0.22
O -1.16 0.53 0.75 0.04
H 2.62 0.84 0.53 0.18
```

Properties
E_LUMO   -0.0745 hartree
Multiplicity   1
M   115.05 Da
ΔE to the lowest compared entry with this formula, charge and spin   507.53 kJ/mol
HOMO level   -10.4 eV

=====

Formula: C10H16O3
Source: OMol25
Level of theory: ωB97M-V/def2-TZVPD

```
29
Properties=species:S:1:pos:R:3:lowdin_charge:R:1
C -2.39 -1.21 -1.16 -0.07
C -0.96 -1.21 -0.52 -0.35
C -0.22 -0.22 -1.42 -0.01
C 0.02 0.99 -1.02 -0.36
O 0.57 1.91 -1.77 0.09
C -0.57 1.63 0.22 -0.29
O 0.53 2.20 0.94 -0.02
C -1.52 0.73 1.03 -0.12
C -1.02 -0.71 0.91 -0.19
H -2.76 -0.14 -1.17 0.10
H -3.09 -1.80 -0.57 0.06
H -2.26 -1.83 -2.07 0.09
H -0.57 -2.20 -0.51 0.12
H 0.02 -0.61 -2.46 0.15
H 0.83 2.65 -1.24 0.10
H -1.13 2.49 -0.04 0.14
H 1.20 1.56 1.20 0.08
H -2.53 0.69 0.70 0.09
H -1.45 1.08 2.07 0.13
H -1.84 -1.30 1.59 0.15
H -0.16 -0.91 1.61 0.08
C 2.46 -1.02 1.90 0.12
C 3.27 -0.45 1.22 -0.08
C 4.25 0.13 0.24 -0.25
O 4.05 -0.31 -1.10 -0.03
H 1.67 -1.42 2.41 -0.01
H 4.13 1.25 0.29 0.13
H 5.18 -0.22 0.58 0.10
H 3.14 -0.35 -1.24 0.05
```

Properties
E_LUMO   0.0261 hartree
Multiplicity   1
M   184.24 Da
ΔE to the lowest compared entry with this formula, charge and spin   386.36 kJ/mol
HOMO level   -8.8 eV

=====

Formula: C5H11BrOSi
Source: OMol25
Level of theory: ωB97M-V/def2-TZVPD

```
19
Properties=species:S:1:pos:R:3:lowdin_charge:R:1
C 0.46 0.74 1.63 -0.19
Si 0.24 -0.38 0.17 0.63
C 0.01 -2.11 0.96 -0.18
C 1.80 -0.46 -1.02 -0.17
C -1.41 0.30 -0.66 -0.49
O -2.39 -0.40 -0.76 0.00
C -1.37 1.76 -1.13 -0.61
Br -2.87 2.17 -2.25 0.69
H 1.47 0.82 1.98 0.03
H 0.28 1.75 1.29 0.02
H -0.23 0.33 2.38 0.05
H -0.75 -2.13 1.73 0.02
H -0.52 -2.74 0.20 0.04
H 0.90 -2.61 1.25 0.01
H 2.41 -1.33 -0.94 0.00
H 1.49 -0.56 -2.09 0.04
H 2.41 0.41 -0.81 0.02
H -1.52 2.51 -0.37 0.04
H -0.41 1.91 -1.56 0.05
```

Properties
E_LUMO   0.0228 hartree
Multiplicity   1
M   195.13 Da
ΔE to the lowest compared entry with this formula, charge and spin   137.83 kJ/mol
HOMO level   -9.3 eV

=====

Formula: CF4N2
Source: OMol25
Level of theory: ωB97M-V/def2-TZVPD

```
7
Properties=species:S:1:pos:R:3:lowdin_charge:R:1
F -0.17 -1.79 -1.38 0.08
C -0.64 -0.86 -0.53 -0.36
F -1.92 -1.05 -0.93 0.11
N 0.20 -0.08 -0.07 0.22
N 0.51 1.07 0.68 -0.13
F 0.08 1.16 1.84 0.13
F 1.94 1.55 0.38 -0.05
```

Properties
E_LUMO   -0.0158 hartree
Multiplicity   1
M   116.02 Da
ΔE to the lowest compared entry with this formula, charge and spin   243.24 kJ/mol
HOMO level   -10.1 eV